{
  "formula": "C55H79N6SbSe2Si3Sr",
  "method": "the ωB97M-V functional and the def2-TZVPD basis",
  "symbols": ["Sb", "Sr", "Se", "Se", "Si", "Si", "Si", "N", "N", "N", "N", "N", "N", "C", "C", "C", "C", "C", "C", "C", "C", "C", "C", "C", "C", "C", "C", "C", "C", "C", "C", "C", "C", "C", "C", "C", "C", "C", "C", "C", "C", "C", "C", "C", "C", "C", "C", "C", "C", "C", "C", "C", "C", "C", "C", "C", "C", "C", "C", "C", "C", "C", "C", "C", "C", "C", "C", "C", "H", "H", "H", "H", "H", "H", "H", "H", "H", "H", "H", "H", "H", "H", "H", "H", "H", "H", "H", "H", "H", "H", "H", "H", "H", "H", "H", "H", "H", "H", "H", "H", "H", "H", "H", "H", "H", "H", "H", "H", "H", "H", "H", "H", "H", "H", "H", "H", "H", "H", "H", "H", "H", "H", "H", "H", "H", "H", "H", "H", "H", "H", "H", "H", "H", "H", "H", "H", "H", "H", "H", "H", "H", "H", "H", "H", "H", "H", "H"],
  "xyz": [[0.288345, -0.156380, -3.692567], [-0.135776, 0.216240, 0.177004], [3.255829, -3.000225, -0.667147], [3.251084, -1.595911, 1.182646], [-1.195580, -1.970638, -4.707381], [2.459491, -0.532656, -4.996365], [-0.704740, 1.828499, -4.973852], [-2.104935, -1.028841, 1.013797], [2.560288, 0.569397, -0.468038], [0.401893, -2.757772, -0.653351], [-2.104541, 1.563556, -0.500499], [0.317461, 2.444354, 1.006685], [0.313130, -0.154634, 2.512713], [4.134625, 4.525141, 2.226028], [3.138996, -2.226660, -4.566899], [-6.481174, -1.890005, 1.235793], [-0.275137, 6.859839, 1.189679], [4.945972, 1.951365, -0.203331], [2.733364, 1.755484, -1.049888], [0.004389, -5.476153, -1.173657], [-4.015189, -2.291181, 0.904114], [1.279179, -4.959617, -1.010606], [-0.941337, -2.221550, 2.805593], [1.876192, -0.412389, 4.166639], [-3.196516, -2.872744, 1.830355], [-1.614680, -1.736582, -6.524260], [-5.435764, 1.944145, -2.147047], [-3.264078, 3.208855, -1.608878], [1.196467, -2.724857, 5.064754], [2.999297, -0.065713, 5.093187], [-3.319996, 1.074802, -0.859580], [-2.810864, -1.967592, -3.752355], [2.700442, 4.779179, 2.691172], [1.795598, 1.761670, 2.827519], [-4.102700, 5.543763, -1.143201], [-1.070761, -4.615696, -1.069204], [3.904318, 2.487769, -0.939674], [0.831106, 6.097428, 0.456755], [-0.821641, -3.278689, -0.801829], [3.559848, 0.068391, 0.249527], [-0.358295, 1.877497, -6.817899], [-4.054785, 2.102802, -1.593922], [-3.833184, -0.167231, -0.486571], [1.108488, -1.538323, 4.156973], [3.679527, 0.771164, -4.414120], [1.295393, 2.690690, 1.913533], [-3.468932, -4.070948, 2.685006], [-2.042776, 2.855078, -0.885359], [-3.312577, -1.110899, 0.418330], [1.425745, -3.598273, -0.761695], [0.021485, 3.596533, 0.372139], [-3.568658, 4.556426, -2.183708], [4.777509, 0.714873, 0.403357], [2.552668, 0.821606, 6.257684], [-6.526095, 2.144933, -1.092052], [0.043914, 3.374949, -4.222394], [2.338517, -0.437750, -6.868750], [-0.326437, -3.624938, -4.538103], [-5.401387, -2.697426, 0.510521], [1.677664, 4.101294, 1.831235], [-3.984939, -3.699049, 4.076874], [-1.030457, 3.762553, -0.535164], [0.222794, -2.645838, 6.242957], [1.348533, 0.455744, 3.119038], [0.115840, -1.354401, 3.107112], [0.898175, 4.659662, 0.867910], [-2.001275, -2.046764, 1.904091], [-2.562902, 1.788216, -4.731414], [-3.432157, -2.806850, -4.082319], [-6.399304, 1.444328, -0.264850], [1.893236, 2.140567, -1.621285], [-0.137389, -6.531578, -1.368792], [-0.991283, -3.118101, 3.416214], [-1.000779, 2.657497, -7.242127], [-3.276142, -3.047855, 4.591453], [-0.101788, 6.847206, 2.267054], [-7.520272, 1.995516, -1.517132], [-1.652671, -2.595195, -0.697351], [3.145261, -2.391481, -3.488334], [2.505471, 5.853818, 2.712222], [-6.358491, -0.821678, 1.050011], [-2.554822, -4.664411, 2.782574], [-0.396631, 4.272987, -4.667503], [3.446593, -0.982553, 5.484998], [-1.055965, -4.426793, -4.692533], [-4.298403, 6.521202, -1.588030], [-3.364735, -1.044775, -3.941501], [-0.326105, 7.899687, 0.862038], [4.857637, 5.033684, 2.866683], [3.242363, -0.910167, -7.269011], [-2.983842, 2.774126, -4.954770], [2.568275, -3.027293, -5.039263], [0.429800, -1.770574, 6.860458], [1.121019, 3.405699, -4.412449], [-7.481265, -2.181619, 0.910084], [-5.583543, 2.652363, -2.966463], [1.797382, 0.315127, 6.860450], [-3.388298, 5.676309, -0.329001], [2.602882, 2.120793, 3.458840], [-4.930654, -3.159189, 4.009179], [-0.580161, 0.943569, -7.335557], [0.444419, -3.728582, -5.304614], [-2.838513, 1.536249, -3.705950], [0.139603, -3.772354, -3.563056], [-1.138201, 4.760516, -0.947850], [-0.113880, 3.415959, -3.143188], [-6.481039, 3.151688, -0.673985], [3.981603, 3.454083, -1.418735], [4.027385, 0.555714, -3.401393], [4.275869, 4.879292, 1.202455], [2.319048, 0.590953, -7.227996], [2.589702, 4.437198, 3.723946], [-2.673088, -2.047161, -2.673867], [5.567715, 0.256503, 0.980930], [-4.143134, -4.586501, 4.692517], [2.107095, 1.748428, 5.891991], [-0.807213, -2.559874, 5.891988], [5.879139, 2.489232, -0.093116], [-5.539260, 0.949631, -2.592220], [-2.666538, 4.968450, -2.647185], [1.794356, 6.578596, 0.643291], [-4.297323, 4.449716, -2.991701], [3.247552, 1.774692, -4.414896], [-2.211044, -0.840158, -6.703360], [0.668979, 6.164920, -0.622923], [1.000828, -3.636713, 4.493113], [-4.192937, -4.720557, 2.186550], [2.217702, -2.823483, 5.441181], [4.359475, 3.457417, 2.235617], [-2.092378, -4.953796, -1.178048], [-4.819690, -0.397587, -0.876134], [-6.414467, -2.041116, 2.314227], [4.549208, 0.778425, -5.078734], [-1.247126, 6.396291, 1.012917], [1.477245, -0.960253, -7.286312], [-2.210601, -2.598318, -6.844506], [0.294560, -3.533159, 6.874591], [-0.730668, -1.693142, -7.163235], [3.391721, 1.078290, 6.906921], [-5.526369, -2.584817, -0.570802], [-5.542753, -3.760746, 0.719995], [4.170662, -2.295993, -4.927125], [-5.031117, 5.177343, -0.702716], [3.793819, 0.440084, 4.535609], [-3.028131, 1.067209, -5.407881], [0.674621, 2.156258, -7.029851], [2.151288, -5.597263, -1.053601]],
  "atomic_forces_ev_per_a": [[0.0, 0.1, 0.0], [0.3, -0.8, -1.1], [0.1, 0.1, 0.1], [0.0, 0.0, -0.1], [0.0, 0.1, 0.0], [-0.1, 0.0, 0.0], [0.0, -0.1, 0.0], [0.1, 0.3, 0.3], [-0.1, 0.1, 0.1], [0.0, 0.0, 0.0], [0.1, -0.1, 0.3], [-0.1, 0.0, 0.2], [-0.1, 0.2, 0.0], [0.0, 0.0, 0.0], [0.0, 0.0, 0.0], [0.0, 0.0, 0.0], [0.0, 0.0, 0.0], [0.0, 0.0, 0.0], [0.1, 0.0, 0.0], [0.1, 0.0, 0.0], [0.0, 0.0, 0.0], [0.0, 0.0, 0.0], [0.0, -0.1, 0.1], [0.0, 0.1, 0.0], [0.0, -0.1, 0.0], [0.0, -0.1, 0.0], [0.0, 0.0, 0.0], [0.0, 0.0, 0.0], [0.0, 0.0, 0.0], [0.0, 0.0, 0.0], [0.1, 0.1, 0.0], [0.0, 0.0, -0.1], [0.0, 0.0, 0.0], [0.1, 0.0, 0.1], [0.0, 0.0, 0.0], [0.0, 0.1, 0.0], [0.0, 0.0, 0.0], [0.0, 0.0, 0.0], [0.0, 0.0, 0.0], [-0.1, 0.0, 0.0], [-0.1, 0.1, 0.0], [-0.1, 0.0, 0.1], [-0.1, 0.0, 0.0], [0.0, -0.1, 0.0], [0.0, 0.0, 0.0], [-0.1, 0.0, 0.0], [0.0, 0.0, 0.0], [-0.1, 0.0, 0.0], [0.0, -0.1, -0.1], [-0.1, 0.0, 0.0], [0.1, 0.0, 0.1], [0.0, 0.0, 0.0], [0.0, 0.0, 0.0], [0.0, 0.0, 0.0], [0.0, 0.0, 0.0], [0.0, 0.0, 0.0], [0.1, 0.0, 0.0], [-0.1, 0.0, -0.1], [0.0, 0.0, 0.0], [0.1, 0.0, 0.0], [0.0, 0.0, 0.0], [0.0, 0.1, -0.1], [0.0, 0.0, 0.0], [0.0, 0.1, 0.0], [-0.1, 0.0, 0.0], [-0.1, 0.0, 0.0], [0.0, 0.1, 0.0], [0.0, 0.0, 0.0], [0.0, 0.0, 0.0], [0.0, 0.0, 0.0], [0.0, 0.0, 0.0], [0.0, 0.0, 0.0], [0.0, 0.0, 0.0], [0.0, 0.0, 0.0], [0.0, 0.0, 0.0], [0.0, 0.0, 0.0], [0.0, 0.0, 0.0], [0.0, 0.1, 0.0], [0.0, 0.0, 0.0], [0.0, 0.0, 0.0], [0.0, 0.0, 0.0], [0.0, 0.0, 0.0], [0.0, 0.0, 0.0], [0.0, 0.0, 0.0], [0.0, 0.0, 0.0], [0.0, 0.0, 0.0], [0.0, 0.0, 0.0], [0.0, 0.0, 0.0], [0.0, 0.0, 0.0], [0.0, 0.0, 0.0], [0.0, 0.0, 0.0], [0.0, 0.0, 0.0], [0.0, 0.0, 0.0], [0.0, 0.0, 0.0], [0.0, 0.0, 0.0], [0.0, 0.0, 0.0], [0.0, 0.0, 0.0], [0.0, 0.0, 0.0], [0.0, 0.0, 0.0], [0.0, 0.0, 0.0], [0.0, 0.0, 0.1], [0.0, 0.0, 0.0], [0.0, 0.0, 0.0], [0.0, 0.0, 0.0], [0.0, 0.0, 0.0], [0.0, 0.0, 0.0], [0.0, 0.0, 0.0], [0.0, 0.0, 0.0], [0.0, 0.0, 0.0], [0.0, 0.0, 0.0], [0.0, 0.0, 0.0], [0.0, 0.0, 0.0], [0.0, 0.0, 0.0], [0.0, 0.0, 0.0], [0.0, 0.0, 0.0], [0.0, 0.0, 0.0], [0.0, 0.0, 0.0], [0.0, 0.0, 0.0], [0.0, 0.0, 0.0], [0.0, 0.0, 0.0], [0.0, 0.0, 0.0], [0.0, 0.0, 0.0], [0.0, 0.0, 0.0], [0.0, 0.0, 0.0], [0.0, 0.0, 0.0], [0.0, 0.0, 0.0], [0.0, 0.0, 0.0], [0.0, 0.0, 0.0], [0.0, 0.0, 0.0], [0.0, 0.0, 0.0], [0.0, 0.0, 0.0], [0.0, 0.0, 0.0], [0.0, 0.0, 0.0], [0.0, 0.0, 0.0], [0.0, 0.0, 0.1], [0.0, 0.0, 0.0], [0.0, 0.0, 0.0], [0.0, 0.0, 0.0], [0.0, 0.0, 0.0], [0.0, 0.0, 0.0], [0.0, 0.0, 0.0], [0.0, 0.0, 0.0], [0.0, 0.0, 0.0], [0.0, 0.0, 0.0], [0.0, 0.0, 0.0], [0.0, 0.0, 0.0], [0.0, 0.0, 0.0]],
  "mulliken_charge": [-1.36, 3.53, -0.05, 0.37, 0.47, 0.56, 0.28, -0.17, 1.24, 1.00, 0.01, -0.44, -0.70, -0.90, -0.71, -1.01, -1.10, -0.65, -0.61, -0.84, 0.52, -0.78, -0.85, 1.08, 0.79, -1.06, -1.29, 1.31, -1.07, -1.12, -0.33, -0.04, -1.26, -1.07, -1.08, -1.08, -0.86, -1.31, 0.14, -0.57, -1.08, 0.96, -0.83, 0.85, -0.95, 0.09, -1.19, -0.13, -0.05, -0.14, -0.22, -1.18, -0.69, -1.16, -1.08, -0.84, -1.06, -0.77, -1.33, 0.78, -1.09, -0.78, -0.94, -0.28, -0.24, 0.58, 0.05, -0.02, 0.52, 0.08, 0.47, 0.41, 0.35, 0.37, 0.18, 0.31, 0.44, -0.04, -0.20, 0.42, 0.11, 0.36, 0.47, 0.49, 0.38, 0.42, 0.08, 0.40, 0.49, 0.42, 0.44, 0.31, 0.21, 0.35, 0.40, 0.44, 0.24, 0.05, 0.31, 0.22, 0.30, 0.37, -0.73, 0.04, 0.39, -0.09, 0.22, 0.58, 0.11, 0.21, 0.34, 0.39, -0.48, 0.53, 0.41, 0.23, 0.09, 0.48, 0.33, 0.26, 0.50, 0.52, 0.22, 0.21, 0.41, 0.36, 0.51, 0.48, 0.09, 0.64, 0.44, 0.24, 0.51, 0.15, 0.20, 0.40, 0.39, 0.23, 0.41, 0.33, 0.43, 0.45, 0.24, 0.25, 0.49, 0.27, 0.51],
  "homo_energy_ev": -6.132,
  "de_lowest_ev": 0.000,
  "orbital_gap_ev": 5.78
}